(1)
Here is a 7-piece molecular cluster, C29H34F6O22S overall from OMol25. Energies are from ωB97M-V/def2-TZVPD.

CARTESIAN COORDINATES (ANGSTROEM)
C1 0.70 0.06 3.03
C2 2.01 0.22 2.24
C3 1.82 -0.30 0.79
C4 2.46 1.69 2.27
C5 1.47 2.64 1.54
C6 2.15 3.28 0.31
C7 0.91 3.75 2.43
O1 -0.50 4.02 2.17
C8 -1.31 2.99 2.44
C9 -1.85 2.08 1.61
S1 -1.68 1.99 -0.12
C10 -2.59 1.11 2.43
O2 -3.23 0.16 2.07
O3 -2.45 1.46 3.75
C11 -1.80 2.68 3.82
O4 -1.73 3.31 4.83
H1 0.59 -0.96 3.40
H2 0.68 0.74 3.88
H3 -0.16 0.27 2.40
H4 2.76 -0.39 2.73
H5 2.28 0.37 0.07
H6 0.75 -0.35 0.55
H7 2.23 -1.29 0.68
H8 3.44 1.78 1.79
H9 2.60 1.99 3.31
H10 0.66 2.03 1.15
H11 1.40 3.74 -0.33
H12 2.71 2.54 -0.25
H13 2.84 4.05 0.63
H14 1.08 3.57 3.49
H15 1.40 4.68 2.19
H16 -1.14 0.77 -0.22
O5 -1.02 0.03 -2.41
C12 -1.93 0.05 -3.18
O6 -2.81 1.05 -3.33
C13 -3.70 0.72 -4.41
C14 -3.57 -0.79 -4.46
F1 -3.68 -1.28 -5.71
O7 -2.24 -0.99 -4.00
H17 -3.33 1.17 -5.33
H18 -4.70 1.07 -4.19
H19 -4.26 -1.32 -3.80
O8 3.86 -3.22 -0.35
C15 2.89 -3.89 -0.48
O9 2.84 -5.04 -1.20
C16 1.54 -5.63 -1.02
C17 0.71 -4.44 -0.60
F2 -0.25 -4.76 0.28
O10 1.68 -3.61 0.04
H20 1.59 -6.36 -0.21
H21 1.21 -6.10 -1.93
H22 0.27 -3.88 -1.43
O11 0.23 -5.47 -2.54
C18 -0.51 -5.19 -3.42
O12 -0.21 -5.30 -4.74
C19 -1.39 -4.99 -5.50
C20 -2.18 -4.16 -4.51
F3 -3.52 -4.32 -4.65
O13 -1.76 -4.69 -3.26
H23 -1.92 -5.91 -5.75
H24 -1.13 -4.46 -6.41
H25 -1.95 -3.10 -4.53
O14 -7.06 0.67 -3.24
C21 -6.69 0.69 -2.11
O15 -5.46 1.07 -1.72
C22 -5.42 1.09 -0.28
C23 -6.56 0.15 0.07
F4 -7.19 0.51 1.21
O16 -7.44 0.31 -1.04
H26 -5.63 2.10 0.08
H27 -4.45 0.76 0.08
H28 -6.27 -0.90 0.14
O17 8.77 -7.17 0.20
C24 8.23 -6.12 0.08
O18 6.93 -5.87 0.34
C25 6.70 -4.46 0.23
C26 7.84 -4.03 -0.66
F5 8.30 -2.79 -0.37
O19 8.85 -4.98 -0.35
H29 6.78 -4.00 1.22
H30 5.72 -4.25 -0.18
H31 7.62 -4.08 -1.73
O20 1.79 6.46 3.72
C27 0.88 7.21 3.87
O21 -0.15 7.01 4.71
C28 -0.96 8.19 4.72
C29 -0.61 8.82 3.39
F6 -0.63 10.17 3.44
O22 0.73 8.38 3.19
H32 -0.66 8.83 5.55
H33 -2.01 7.92 4.82
H34 -1.22 8.49 2.55

LUMO energy, eV: -1.1
SMILES: CC(C)C[C@H](C)COC1=C(S)C(=O)OC1=O.O=C1OC[C@@H](F)O1.O=C1OC[C@@H](F)O1.O=C1OC[C@@H](F)O1.O=C1OC[C@@H](F)O1.O=C1OC[C@@H](F)O1.O=C1OC[C@@H](F)O1
HOMO energy, eV: -9.80

---

(2)
Here is a 3-piece molecular cluster, C2H7NS overall from OMol25. Energies are from ωB97M-V/def2-TZVPD.

CARTESIAN COORDINATES (ANGSTROEM)
C1 0.57 0.38 -0.32
C2 -0.81 0.84 0.14
H1 2.23 -0.93 -0.02
H2 0.16 -1.80 1.15
H3 1.54 1.02 -0.03
H4 0.55 0.60 -1.53
H5 -0.98 1.07 1.34
H6 -0.80 1.77 -0.30
H7 -1.14 -1.37 0.00
N1 0.83 -1.13 -0.17
S1 -2.15 -0.46 -0.24

LUMO energy, eV: -0.3
ΔE to the lowest compared entry with this formula, charge and spin, kJ/mol: 593.2
HOMO energy, eV: -8.94

---

(3)
Here is C45H62AsN7O2P3S4Ti as an isolated structure from OMol25. Energies are from ωB97M-V/def2-TZVPD.

CARTESIAN COORDINATES (ANGSTROEM)
Ti1 1.72 -0.97 -0.12
C1 -0.64 0.75 4.93
P1 -0.29 0.34 3.16
C2 -1.24 1.69 2.36
C3 -1.45 -1.10 2.98
C4 -2.81 -0.97 3.25
C5 -3.68 -2.04 3.08
C6 -3.18 -3.26 2.65
C7 -1.82 -3.40 2.40
C8 -0.93 -2.34 2.56
P2 0.87 -2.48 2.14
C9 1.62 -2.37 3.81
C10 1.09 -4.27 1.85
H1 -1.71 0.91 5.12
H2 -0.10 1.66 5.19
H3 -0.28 -0.06 5.57
H4 -2.30 1.72 2.63
H5 -1.14 1.57 1.28
H6 -0.77 2.63 2.63
H7 -3.20 -0.02 3.58
H8 -4.74 -1.91 3.28
H9 -3.85 -4.10 2.50
H10 -1.45 -4.36 2.06
H11 1.07 -2.98 4.54
H12 1.66 -1.33 4.14
H13 2.65 -2.72 3.71
H14 0.63 -4.88 2.63
H15 2.17 -4.43 1.84
H16 0.71 -4.52 0.86
S1 6.31 -1.33 -0.24
As1 4.64 -2.10 0.78
S2 3.35 -0.46 1.63
S3 3.07 -2.92 -0.57
S4 4.98 -3.54 2.32
C11 -0.83 2.27 -1.47
C12 0.45 1.48 -1.35
O1 0.51 0.58 -0.41
C13 1.53 1.75 -2.22
C14 1.49 2.79 -3.19
C15 2.57 3.07 -4.00
C16 3.74 2.32 -3.88
C17 3.81 1.28 -2.96
C18 2.73 0.97 -2.15
O2 2.81 -0.07 -1.35
H17 -1.57 1.87 -0.77
H18 -1.24 2.21 -2.48
H19 -0.68 3.33 -1.24
H20 0.59 3.39 -3.28
H21 2.51 3.87 -4.72
H22 4.60 2.55 -4.51
H23 4.70 0.67 -2.84
N1 0.21 -2.10 -0.70
P3 -0.77 -2.46 -1.82
N2 -2.31 -1.86 -1.54
C19 -2.49 -0.96 -0.39
C20 -3.71 -0.08 -0.61
C21 -4.98 -0.94 -0.62
C22 -4.68 -2.35 -1.15
C23 -3.54 -2.33 -2.16
N3 -1.11 -4.11 -2.06
C24 0.03 -4.87 -2.60
C25 -0.22 -6.37 -2.48
C26 -1.70 -6.67 -2.67
C27 -2.50 -6.04 -1.52
C28 -1.76 -4.81 -0.97
N4 -0.34 -2.03 -3.38
C29 1.00 -1.57 -3.73
C30 0.90 -0.49 -4.81
C31 0.31 -1.08 -6.10
C32 -0.54 -2.32 -5.81
C33 -1.28 -2.18 -4.48
H24 -1.58 -0.37 -0.28
H25 -2.61 -1.53 0.54
H26 -3.59 0.44 -1.56
H27 -3.76 0.68 0.17
H28 -5.75 -0.46 -1.24
H29 -5.39 -1.01 0.39
H30 -5.57 -2.79 -1.61
H31 -4.40 -3.00 -0.32
H32 -3.83 -1.69 -3.01
H33 -3.38 -3.33 -2.57
H34 0.97 -4.59 -2.09
H35 0.15 -4.60 -3.65
H36 0.10 -6.73 -1.50
H37 0.39 -6.90 -3.21
H38 -1.89 -7.74 -2.73
H39 -2.02 -6.23 -3.62
H40 -2.65 -6.76 -0.71
H41 -3.50 -5.74 -1.87
H42 -1.03 -5.13 -0.21
H43 -2.45 -4.13 -0.46
H44 1.63 -2.39 -4.08
H45 1.48 -1.17 -2.84
H46 1.88 -0.05 -4.98
H47 0.26 0.30 -4.42
H48 1.12 -1.35 -6.79
H49 -0.29 -0.32 -6.62
H50 0.09 -3.20 -5.75
H51 -1.26 -2.50 -6.61
H52 -1.91 -3.06 -4.31
H53 -1.96 -1.31 -4.54
N5 2.34 6.45 4.44
C34 2.20 7.74 4.91
C35 2.31 8.29 6.18
C36 2.11 9.66 6.28
C37 1.80 10.44 5.15
C38 1.69 9.87 3.89
C39 1.90 8.50 3.77
N6 1.86 7.69 2.65
C40 2.12 6.49 3.08
C41 2.20 5.27 2.26
C42 2.24 4.00 2.83
C43 2.33 2.89 2.00
N7 2.36 2.98 0.68
C44 2.32 4.19 0.13
C45 2.24 5.37 0.87
H54 2.60 5.64 4.96
H55 2.55 7.70 7.05
H56 2.18 10.14 7.25
H57 1.64 11.50 5.27
H58 1.46 10.46 3.02
H59 2.19 3.85 3.90
H60 2.37 1.89 2.41
H61 2.35 4.23 -0.95
H62 2.22 6.34 0.40

LUMO energy (spin up / spin down), eV: 3.4 / 3.4
ΔE to the lowest compared entry with this formula, charge and spin, kJ/mol: 77.6
Multiplicity: 2
Net charge: -2
HOMO energy (spin up / spin down), eV: -0.51 / -1.51

---

| no. | E (Eh) |
| --- | --- |
| 1 | -3778.10213 |
| 2 | -533.10450 |
| 3 | -7988.11340 |